Record 1
{
  "formula": "C37H44ClN14O5PSSr",
  "method": "ωB97M-V with the def2-TZVPD basis set",
  "species": ["Sr", "C", "N", "C", "C", "N", "C", "P", "C", "N", "C", "C", "N", "C", "C", "N", "C", "C", "N", "C", "H", "H", "H", "H", "H", "H", "H", "H", "H", "H", "H", "H", "H", "H", "H", "N", "C", "C", "C", "C", "C", "C", "S", "O", "O", "N", "C", "N", "C", "C", "C", "N", "H", "H", "H", "H", "H", "H", "H", "H", "H", "C", "N", "C", "N", "C", "N", "C", "N", "C", "C", "H", "H", "H", "H", "H", "H", "H", "H", "H", "H", "H", "H", "C", "C", "C", "C", "Cl", "C", "C", "C", "O", "C", "C", "O", "O", "H", "H", "H", "H", "H", "H", "H", "H"],
  "positions_angstrom": [[0.1058, -0.3266, 0.2178], [-3.2205, 4.0350, 3.0354], [-2.1654, 3.0784, 2.7039], [-1.1033, 2.7540, 3.5115], [-0.3768, 1.8230, 2.8283], [-0.9815, 1.5709, 1.6163], [-2.0527, 2.3338, 1.5642], [-3.2498, 2.4362, 0.2055], [-3.9437, 0.7459, 0.3035], [-3.3147, -0.3660, 0.6424], [-4.2729, -1.3526, 0.6244], [-5.4843, -0.8347, 0.2677], [-5.2721, 0.5034, 0.0683], [-6.2920, 1.4770, -0.3234], [-2.1539, 2.2500, -1.2309], [-1.3466, 1.2418, -1.4704], [-0.7406, 1.5075, -2.6765], [-1.1966, 2.6963, -3.1676], [-2.0988, 3.1668, -2.2464], [-2.8490, 4.4175, -2.3591], [-2.9855, 4.4872, 3.9931], [-3.2836, 4.8158, 2.2834], [-4.1858, 3.5404, 3.1103], [-0.9595, 3.2103, 4.4786], [0.5461, 1.3324, 3.1154], [-4.0447, -2.3803, 0.8727], [-6.4570, -1.2873, 0.1411], [-7.2477, 0.9685, -0.3881], [-6.3657, 2.2741, 0.4105], [-6.0628, 1.9126, -1.2928], [-0.0032, 0.8318, -3.0930], [-0.9558, 3.2479, -4.0637], [-2.5511, 4.9138, -3.2770], [-3.9194, 4.2282, -2.3913], [-2.6326, 5.0753, -1.5212], [6.8519, -0.4497, 7.0119], [6.1359, -0.7936, 5.8484], [5.0103, -1.6116, 5.9204], [4.2734, -1.9118, 4.7827], [4.6540, -1.4059, 3.5547], [5.7606, -0.5766, 3.4720], [6.4982, -0.2728, 4.6076], [2.8963, -0.6331, 1.7535], [2.3884, 0.1452, 2.9006], [3.9596, -1.7812, 2.4118], [1.6924, -1.6084, 1.2062], [0.8264, -2.1383, 2.1508], [-0.4790, -2.2269, 1.7725], [-1.3277, -2.7397, 2.6725], [-0.9541, -3.1634, 3.9190], [0.3960, -3.0115, 4.2181], [1.2795, -2.5157, 3.3695], [6.7742, -1.1134, 7.7639], [7.8063, -0.1757, 6.8519], [4.7070, -2.0179, 6.8809], [3.3908, -2.5396, 4.8261], [6.0461, -0.1720, 2.5059], [7.3685, 0.3713, 4.5300], [-2.3651, -2.8023, 2.3607], [-1.6622, -3.5756, 4.6226], [0.7804, -3.3010, 5.1938], [-1.5766, -3.3722, -1.2113], [-2.2215, -4.3907, -2.0472], [-1.2745, -4.7606, -3.1113], [-0.8783, -3.6053, -3.9307], [-0.2656, -2.6031, -3.0445], [-1.1935, -2.1777, -1.9841], [-2.4030, -1.6282, -2.6190], [-3.0664, -2.6071, -3.4899], [-3.4027, -3.7848, -2.6768], [-2.0961, -3.0263, -4.5135], [-0.6802, -3.7999, -0.7576], [-2.2603, -3.0739, -0.4169], [-1.7383, -5.5095, -3.7535], [-0.3832, -5.1918, -2.6547], [0.0272, -1.7318, -3.6303], [0.6287, -3.0224, -2.5844], [-2.1217, -0.7621, -3.2168], [-3.0969, -1.3075, -1.8435], [-3.8830, -4.5279, -3.3144], [-4.1048, -3.4835, -1.8974], [-1.8228, -2.1582, -5.1151], [-2.5654, -3.7680, -5.1607], [2.8287, 0.9896, -4.0998], [2.8814, 2.2108, -3.2122], [2.1828, 3.3618, -3.5805], [2.2551, 4.5160, -2.8260], [1.3448, 5.9272, -3.3254], [3.0384, 4.5660, -1.6844], [3.7244, 3.4258, -1.3040], [3.6372, 2.2592, -2.0467], [4.3699, 1.1904, -1.6054], [3.6750, -0.0520, -1.5457], [2.2193, 0.1394, -1.1466], [1.9209, 1.0208, -0.2836], [1.3618, -0.6010, -1.7139], [2.2184, 1.1977, -4.9787], [2.4033, 0.1188, -3.5944], [3.8300, 0.7163, -4.4417], [1.5813, 3.3524, -4.4826], [3.0940, 5.4729, -1.0941], [4.3291, 3.4103, -0.4047], [4.1636, -0.6405, -0.7737], [3.7291, -0.5972, -2.4827]],
  "forces_ev_per_a": [[-4.44, 0.92, -0.94], [0.21, -0.21, -0.08], [-0.20, 0.18, 0.07], [-0.17, 0.00, -0.13], [-0.03, -0.05, -0.21], [0.22, 0.28, 0.61], [0.10, 0.10, 0.19], [-0.09, -0.10, 0.00], [-0.06, -0.21, 0.05], [-0.31, -0.11, -0.03], [0.29, 0.09, 0.07], [0.00, 0.14, -0.04], [-0.16, 0.23, -0.09], [0.24, -0.20, 0.05], [-0.02, 0.19, -0.20], [0.29, 0.01, -0.50], [-0.03, -0.13, 0.21], [-0.17, 0.06, 0.18], [-0.13, 0.17, -0.04], [0.16, -0.23, 0.06], [0.04, 0.01, 0.05], [0.03, 0.05, -0.07], [-0.04, -0.07, 0.01], [-0.03, -0.03, -0.10], [-0.08, 0.05, -0.05], [-0.02, 0.14, -0.05], [0.13, 0.08, 0.02], [-0.05, -0.07, 0.00], [0.03, 0.04, 0.08], [0.04, -0.02, -0.06], [-0.12, 0.14, 0.12], [-0.05, -0.03, 0.12], [0.05, 0.01, -0.04], [-0.04, -0.06, -0.01], [0.05, 0.01, 0.04], [-0.21, 0.05, -0.19], [0.05, 0.04, 0.09], [-0.05, -0.06, -0.02], [-0.11, -0.11, 0.21], [-0.04, -0.02, -0.25], [0.12, 0.07, -0.10], [-0.01, 0.00, -0.03], [0.12, -0.53, 0.64], [0.12, -0.05, -0.28], [0.06, 0.08, 0.26], [1.15, -1.16, 1.99], [0.58, -0.28, 0.20], [0.41, -0.48, 0.70], [-0.13, 0.18, -0.63], [0.13, -0.04, 0.19], [0.25, 0.13, -0.14], [-0.38, -0.11, -0.01], [0.02, -0.07, 0.01], [0.06, -0.02, -0.02], [0.01, 0.03, -0.05], [0.10, 0.06, 0.00], [0.01, -0.05, 0.08], [-0.05, -0.01, 0.00], [0.01, 0.03, -0.04], [0.02, 0.01, -0.01], [0.01, -0.01, -0.04], [0.01, 0.01, -0.22], [0.02, 0.04, -0.11], [-0.07, 0.26, 0.03], [-0.11, -0.01, 0.09], [-0.22, -0.11, -0.02], [-0.06, 0.04, 0.28], [0.11, -0.22, -0.07], [0.11, -0.10, 0.02], [0.21, 0.08, -0.04], [0.06, -0.02, 0.22], [-0.01, 0.03, 0.02], [-0.01, 0.02, 0.02], [-0.03, -0.03, -0.04], [0.03, -0.01, 0.02], [0.01, 0.01, 0.00], [0.01, 0.02, 0.00], [0.01, 0.04, -0.01], [-0.03, 0.01, 0.05], [-0.02, -0.04, -0.03], [-0.02, 0.01, 0.04], [0.01, 0.03, -0.01], [-0.02, -0.04, -0.03], [-0.08, 0.08, -0.13], [-0.21, 0.06, -0.33], [-0.03, -0.06, -0.05], [0.01, -0.05, 0.03], [0.02, -0.11, 0.04], [0.00, 0.01, 0.05], [0.08, 0.16, 0.11], [0.27, 0.05, -0.10], [0.00, -0.09, 0.05], [0.04, 0.20, 0.25], [-0.07, 0.59, -0.45], [0.94, -0.24, -0.90], [1.08, 0.17, -0.42], [0.03, 0.04, -0.04], [-0.08, 0.24, -0.26], [-0.01, 0.02, 0.01], [0.06, 0.00, 0.02], [0.00, -0.07, -0.05], [-0.08, 0.01, -0.05], [0.06, -0.04, 0.12], [0.09, -0.06, 0.04]],
  "max_force_ev_per_a": 4.6,
  "e_tot_ha": -3809.692851,
  "e_above_lowest_kj_mol": 257.9,
  "lumo_ev": 0.1,
  "e_homo_ev": -7.19
}

***

Record 2
{
  "formula": "C37H44F3NO2Zr",
  "method": "ωB97M-V with the def2-TZVPD basis set",
  "species": ["Zr", "C", "C", "C", "C", "C", "C", "C", "N", "C", "C", "C", "C", "C", "C", "O", "C", "C", "C", "C", "C", "C", "C", "C", "C", "O", "C", "C", "C", "C", "C", "C", "H", "H", "H", "H", "H", "H", "H", "H", "H", "H", "H", "H", "H", "H", "H", "H", "H", "H", "H", "H", "H", "H", "H", "H", "H", "H", "H", "H", "H", "H", "H", "H", "H", "H", "H", "H", "H", "H", "H", "H", "F", "C", "F", "F", "C", "C", "C", "C", "C", "C", "C", "C", "H", "H", "H", "H"],
  "positions_angstrom": [[-15.1449, 3.9259, 7.9182], [-20.4776, 9.5817, 9.0461], [-19.0976, 9.2807, 9.6483], [-19.1932, 9.1166, 11.1460], [-18.2829, 10.5403, 9.4891], [-18.5097, 7.9958, 9.0095], [-17.1157, 7.6983, 9.0651], [-16.6686, 6.4969, 8.5178], [-15.4070, 5.9453, 8.5186], [-14.1468, 6.4171, 8.9637], [-13.9803, 7.1408, 10.1583], [-12.6793, 7.5883, 10.4375], [-11.5700, 7.0606, 9.7444], [-11.6937, 6.0364, 8.7912], [-13.0292, 5.7981, 8.3477], [-13.2649, 4.7759, 7.4889], [-10.4789, 5.3724, 8.0799], [-9.2237, 6.2305, 8.5477], [-10.7304, 5.4693, 6.5783], [-10.3493, 3.9225, 8.5151], [-12.4322, 8.7259, 11.5069], [-12.7659, 8.1252, 12.9025], [-13.3224, 9.9130, 11.1342], [-10.9600, 9.2036, 11.6384], [-17.5658, 5.5803, 7.8431], [-17.1251, 4.4364, 7.3337], [-18.9429, 5.8751, 7.8381], [-19.4128, 7.0387, 8.3902], [-19.9279, 4.7297, 7.4379], [-19.7752, 4.2156, 6.0086], [-19.6953, 3.5985, 8.4059], [-21.4406, 5.1191, 7.5872], [-20.8507, 10.5990, 9.3934], [-21.1180, 8.7146, 9.3549], [-20.4740, 9.5902, 7.9227], [-19.8594, 9.9066, 11.5859], [-18.2656, 9.1278, 11.6552], [-19.5701, 8.1655, 11.4527], [-18.7676, 11.3925, 9.9213], [-18.2099, 10.7182, 8.4406], [-17.2718, 10.4567, 9.9024], [-16.4719, 8.4503, 9.4828], [-14.9130, 7.4746, 10.7082], [-10.6839, 7.5402, 10.0215], [-9.1084, 7.2106, 8.0703], [-8.3233, 5.6593, 8.2188], [-9.0147, 6.2823, 9.5843], [-10.8370, 6.5491, 6.2347], [-11.6740, 4.9560, 6.3163], [-9.9012, 4.9714, 5.9894], [-10.1099, 3.8429, 9.6145], [-9.5116, 3.4409, 7.9551], [-11.2890, 3.3377, 8.2257], [-13.8927, 8.0726, 12.9241], [-12.4476, 8.7049, 13.7755], [-12.3930, 7.1141, 12.9616], [-12.6827, 10.8544, 11.0067], [-14.0702, 10.1370, 11.9122], [-13.7700, 9.9997, 10.0954], [-10.1812, 8.4574, 11.9629], [-10.7829, 9.9761, 12.3780], [-10.6477, 9.7761, 10.7511], [-20.4894, 7.1881, 8.3514], [-18.8284, 3.8471, 5.6649], [-20.0675, 4.9690, 5.2338], [-20.4436, 3.3556, 5.8911], [-18.6380, 3.1807, 8.2941], [-20.4040, 2.7872, 8.0860], [-19.8821, 3.8970, 9.4329], [-21.7094, 5.9932, 7.0304], [-21.7470, 5.2016, 8.6502], [-22.0127, 4.3331, 7.1350], [-15.0561, 2.5649, 17.1598], [-15.5969, 1.5550, 16.4522], [-14.8029, 0.4200, 16.6668], [-16.7826, 1.2827, 16.9553], [-15.5329, 1.8916, 14.9608], [-15.1095, 0.8568, 14.0234], [-15.1216, 1.1554, 12.6658], [-15.4890, 2.4185, 12.2133], [-15.9818, 3.4350, 13.1083], [-15.8766, 3.1629, 14.5342], [-15.3990, 2.6557, 10.8669], [-15.2889, 3.2203, 9.7464], [-14.7474, -0.1316, 14.3911], [-14.8452, 0.3738, 12.0473], [-16.4903, 4.2436, 12.6744], [-16.1816, 3.9380, 15.2304]],
  "forces_ev_per_a": [[0.72, 1.16, -3.12], [-0.71, -0.35, -0.19], [-0.02, 0.29, -0.21], [-1.67, 0.01, 0.88], [1.30, -0.55, -0.85], [1.89, 0.45, 0.33], [-3.20, 1.40, 0.09], [3.03, -1.63, 0.12], [0.05, 2.20, -0.20], [-1.97, -0.81, 1.02], [0.05, 1.94, 0.14], [-0.98, 0.74, 1.06], [-2.03, -0.88, -0.83], [-0.55, 0.83, -0.68], [1.58, -1.75, 0.41], [-2.33, -0.21, 0.70], [-0.08, 1.99, 1.28], [1.02, -1.88, -2.38], [0.55, 0.44, -1.41], [-0.06, -1.17, 0.13], [0.72, -0.93, 0.41], [-2.23, 0.21, -0.66], [0.44, 2.73, -0.97], [1.01, 0.00, -0.71], [-0.74, -1.30, -0.44], [1.15, 1.49, 0.96], [-1.57, -1.13, -0.49], [1.08, -0.36, -0.03], [-0.42, 1.00, -0.26], [-0.76, 0.48, -1.30], [0.85, -1.93, -0.57], [1.08, -0.12, 0.81], [0.25, -1.58, -0.27], [-0.19, 1.31, -0.14], [0.16, 0.09, 0.94], [0.66, -0.68, -0.43], [1.31, 0.51, 0.24], [-0.88, -0.80, 0.07], [-0.32, 0.28, 0.45], [0.37, 0.52, -0.93], [-0.13, 0.09, 0.01], [0.36, -0.09, 0.10], [1.52, -0.29, -0.58], [1.53, 0.00, 0.07], [-0.48, -0.14, 0.17], [-0.53, 0.33, -0.19], [-0.51, 0.15, 1.25], [0.30, -1.27, 0.42], [0.90, 0.29, -0.02], [-0.80, 0.69, 0.69], [-0.47, -0.07, -1.10], [-0.54, 0.38, 0.44], [1.23, 0.73, 0.68], [0.95, -0.20, 0.40], [0.09, 0.07, -0.45], [0.26, -0.26, 0.21], [-0.66, -1.10, 0.83], [0.15, -0.09, -0.46], [0.11, -1.08, 1.18], [-0.94, 0.23, -0.77], [-0.93, 0.13, 0.59], [0.20, -0.72, -0.21], [0.40, 0.16, 0.18], [0.81, -0.03, 0.39], [0.01, -0.44, 0.75], [-0.09, 0.23, -0.01], [-1.59, 0.41, 0.39], [0.65, 0.55, 0.70], [-0.04, -0.11, 0.16], [-0.06, 0.77, -0.21], [0.16, 0.12, -0.58], [-0.31, -0.57, -0.03], [-0.26, -0.34, -0.15], [2.17, -1.06, 0.20], [-0.98, 1.47, -0.11], [-0.30, 0.15, -0.39], [0.54, -1.57, -0.97], [-0.52, 1.21, 1.14], [0.04, 0.31, 2.81], [-1.04, 0.10, 2.06], [1.56, -3.10, 1.68], [-0.91, 0.44, -2.58], [0.08, 2.79, -3.14], [-0.29, -2.40, 3.54], [-0.59, 1.02, -0.32], [0.62, -1.09, -1.58], [-0.18, 1.38, -0.12], [-0.01, -0.21, 0.00]],
  "max_force_ev_per_a": 4.3,
  "e_tot_ha": -1987.496669,
  "charge": 2,
  "e_above_lowest_kj_mol": 184.5,
  "lumo_ev": [-9.5, -9.5],
  "e_homo_ev": [-13.91, -13.91]
}